1.
138
Properties=species:S:1:pos:R:3:forces:R:3 method="wB97M-V/def2-TZVPD" e_homo_ev=-9.40 smiles="CCCNOC(N)=O.CC(C)O.CC(C)O.CC(C)O.CC(C)O.CC(C)O.CC(C)O.CC(C)O.CC(C)O.CC(C)O.CC(C)O" total_charge=0 gap_ev=10.0 e_above_lowest_kj_mol=50.8 max_force_ev_per_a=5.10
C 4.291121 5.604881 1.523848 0.1 0.0 0.7
C 3.672616 6.831873 2.093257 -0.3 -0.1 -0.7
C 2.265894 7.054428 1.602748 0.7 -0.5 1.3
N 1.212530 6.685256 2.494430 -1.5 -0.3 -0.9
O 1.130770 5.251318 2.583437 1.7 1.7 1.8
C 0.308481 4.668608 1.731186 -0.1 3.1 -0.5
N -0.358799 5.463540 0.812348 -1.0 -0.3 -1.1
O 0.208444 3.524036 1.815479 -0.6 -5.1 0.2
H 5.143199 5.829919 0.958862 1.3 0.3 -0.8
H 4.564999 4.920524 2.277299 0.4 -0.9 0.8
H 3.608557 5.119723 0.903153 -1.0 -1.1 -1.1
H 3.741757 6.838048 3.143590 -0.2 0.1 1.5
H 4.229930 7.651041 1.754994 0.9 1.4 -0.4
H 2.149029 6.506337 0.711406 -0.3 -0.5 -1.3
H 2.139813 8.068245 1.383732 -0.5 1.7 -0.4
H 1.367111 7.032332 3.416319 0.2 -0.3 0.8
H -1.012151 6.080471 1.256036 -0.1 0.4 0.2
H 0.262310 5.982132 0.224387 0.2 0.4 -0.1
C 1.578275 3.321315 -1.650784 0.1 0.1 0.0
C 2.915541 2.781206 -1.161447 -0.4 -0.3 0.0
C 3.139475 1.345701 -1.605949 0.2 0.0 0.0
O 2.985580 2.863984 0.261776 0.1 0.2 -0.1
H 0.755065 2.731836 -1.242068 0.0 0.0 0.0
H 1.435255 4.350788 -1.317847 0.0 0.0 0.0
H 1.513664 3.296850 -2.739326 0.0 0.0 0.0
H 3.721047 3.412432 -1.538270 0.1 0.0 0.1
H 2.364477 0.696961 -1.188739 -0.1 0.0 0.0
H 4.097866 0.975902 -1.246208 0.0 0.0 0.0
H 3.117149 1.252803 -2.692577 0.0 0.0 0.0
H 2.282771 2.309837 0.620465 -0.1 0.1 0.1
C 3.781721 -2.315030 1.322271 -0.1 0.2 0.1
C 3.837216 -2.389920 -0.192839 0.3 -0.2 0.3
C 3.959167 -3.827836 -0.666077 0.0 0.0 -0.2
O 4.921522 -1.600966 -0.686386 -0.1 0.1 -0.2
H 4.698809 -2.721212 1.757527 0.0 -0.1 0.0
H 3.695721 -1.279739 1.653101 0.0 0.0 0.0
H 2.936452 -2.880865 1.712481 0.0 -0.1 0.0
H 2.936843 -1.942578 -0.613464 0.0 0.1 -0.1
H 4.882232 -4.274600 -0.287139 0.0 0.0 0.1
H 3.997044 -3.867859 -1.754151 0.0 0.0 0.0
H 3.117699 -4.427652 -0.319089 0.0 0.0 0.0
H 5.741651 -1.961527 -0.334087 0.0 0.0 0.0
C 5.516167 5.717307 -2.063362 0.0 0.0 0.1
C 4.387144 6.716848 -2.258893 0.4 0.1 -0.2
C 4.364648 7.269854 -3.675608 -0.1 0.1 0.0
O 4.496660 7.783723 -1.311765 -0.2 -0.1 0.1
H 6.489509 6.187751 -2.226627 0.0 0.1 -0.1
H 5.509529 5.335947 -1.046837 0.0 -0.1 0.1
H 5.427600 4.875123 -2.750427 0.0 0.0 0.0
H 3.434065 6.231155 -2.043831 -0.1 0.0 0.1
H 5.296333 7.799076 -3.890131 0.1 -0.1 0.0
H 3.547850 7.980223 -3.795911 0.0 0.0 0.0
H 4.244658 6.473740 -4.410376 0.0 0.0 0.0
H 5.331801 8.234282 -1.475458 0.0 0.0 0.0
C -0.026029 -3.841366 4.206769 0.1 0.0 0.0
C 0.204273 -3.385997 2.775045 -0.4 -0.2 0.1
C -1.058658 -2.794497 2.168146 0.2 0.0 -0.1
O 0.674497 -4.482131 1.980285 0.2 0.2 0.0
H -0.785934 -4.624465 4.240435 -0.1 0.0 0.0
H 0.888536 -4.260542 4.626817 0.0 0.0 0.0
H -0.351209 -3.013752 4.838619 0.0 0.0 0.0
H 0.998771 -2.640451 2.750693 0.1 0.0 -0.1
H -1.860910 -3.536546 2.142334 0.0 0.0 0.1
H -0.884524 -2.472141 1.143169 0.0 0.1 0.0
H -1.403235 -1.936579 2.741991 -0.1 0.0 0.0
H -0.013148 -5.156300 1.987376 0.0 0.0 0.0
C -4.146973 -0.314254 3.392894 0.2 0.0 0.0
C -3.956380 0.159443 1.958558 -0.4 -0.2 0.2
C -5.207345 0.853941 1.441039 0.2 0.0 0.0
O -3.589288 -0.942060 1.125389 0.1 0.1 -0.1
H -4.961021 -1.042135 3.445762 -0.1 0.0 0.0
H -3.245462 -0.803520 3.760677 0.0 0.0 0.0
H -4.385282 0.517143 4.056351 0.0 0.0 0.0
H -3.112572 0.847484 1.909597 0.1 0.0 0.0
H -6.062554 0.176712 1.439775 0.0 -0.1 0.1
H -5.069817 1.190692 0.419438 0.0 0.0 -0.1
H -5.450112 1.717353 2.063189 0.0 0.0 0.0
H -4.309506 -1.581173 1.133945 -0.1 0.0 0.0
C -6.768235 2.560709 -2.649668 0.1 0.0 0.2
C -6.477130 1.082970 -2.431188 -0.4 0.1 -0.2
C -7.056693 0.238060 -3.556394 0.0 0.0 0.2
O -6.995634 0.657892 -1.167965 0.1 0.0 0.0
H -7.847131 2.735688 -2.665378 0.0 0.0 -0.1
H -6.350275 3.157743 -1.839467 0.0 0.0 0.0
H -6.349378 2.912064 -3.592661 0.0 0.0 0.0
H -5.399311 0.930692 -2.369663 0.0 -0.1 0.1
H -8.143248 0.363089 -3.589637 0.0 0.1 0.0
H -6.855414 -0.819059 -3.402139 0.1 0.0 0.0
H -6.647292 0.522079 -4.524218 0.0 0.0 0.0
H -7.951789 0.769216 -1.191218 0.0 0.0 0.0
C 3.262685 3.300364 4.116347 0.1 0.0 0.2
C 2.993550 1.907087 4.658671 -0.1 0.1 -0.4
C 3.234333 0.846406 3.593096 0.0 -0.1 0.1
O 1.654392 1.823032 5.146081 0.1 -0.1 0.1
H 2.586289 3.509724 3.291365 0.0 0.0 -0.1
H 3.083166 4.052616 4.885120 0.0 0.0 0.1
H 4.289394 3.401075 3.761059 0.0 -0.1 0.0
H 3.635882 1.710729 5.517296 -0.1 0.0 0.1
H 2.560369 1.005749 2.746773 0.0 0.1 0.0
H 3.033384 -0.148283 3.991099 0.0 0.0 0.0
H 4.261333 0.875257 3.226782 0.0 0.0 0.0
H 1.066999 1.999695 4.401991 0.0 0.1 0.0
C -3.668073 -1.251854 -6.848601 -0.1 0.1 0.1
C -4.274708 -1.971161 -5.653518 0.0 -0.3 -0.4
C -3.859120 -3.432178 -5.615680 0.0 -0.1 0.2
O -5.699645 -1.873281 -5.680342 0.0 0.2 0.1
H -4.010258 -1.710037 -7.780070 0.0 -0.1 0.0
H -3.977337 -0.207036 -6.863085 0.0 0.0 0.0
H -2.579346 -1.294245 -6.825465 0.0 0.0 0.0
H -3.961334 -1.476036 -4.734550 -0.1 0.0 0.1
H -4.210343 -3.948255 -6.513703 0.0 0.0 -0.1
H -4.305541 -3.932052 -4.756309 0.0 0.0 0.0
H -2.775990 -3.542630 -5.560221 0.0 0.0 -0.1
H -6.002544 -2.310725 -6.482722 0.0 0.0 0.0
C -2.063507 -6.853402 7.540555 0.0 0.1 0.0
C -2.578607 -7.130959 6.136379 0.2 -0.3 0.2
C -3.089692 -8.557611 6.002083 0.0 0.0 -0.1
O -1.553485 -6.877494 5.174374 -0.2 0.1 -0.1
H -1.226409 -7.515757 7.775134 0.0 -0.1 0.0
H -1.703476 -5.828625 7.619009 0.0 0.0 0.0
H -2.842660 -7.006867 8.287119 0.0 0.0 0.0
H -3.381094 -6.433608 5.899277 0.0 0.1 -0.1
H -2.282247 -9.269017 6.192747 0.0 0.0 0.1
H -3.455477 -8.738507 4.992418 0.0 0.0 0.0
H -3.897374 -8.758112 6.705969 0.0 0.0 0.0
H -0.823283 -7.478867 5.354707 0.0 0.0 0.0
C 1.670651 -5.650871 -6.436465 0.0 0.1 -0.1
C 0.547632 -4.963511 -5.674218 0.0 -0.4 0.0
C -0.015503 -5.857594 -4.579202 -0.1 0.1 0.0
O -0.493939 -4.573797 -6.569314 0.0 0.2 0.0
H 1.299714 -6.557527 -6.921430 0.0 -0.1 0.1
H 2.059204 -4.996658 -7.215583 0.0 0.0 0.0
H 2.490362 -5.927007 -5.773630 0.0 0.0 0.0
H 0.920051 -4.038799 -5.234703 -0.1 0.1 0.0
H -0.435415 -6.768748 -5.013692 0.1 0.0 0.0
H -0.816859 -5.348765 -4.044681 0.0 0.0 0.0
H 0.752305 -6.141887 -3.862324 0.1 0.0 0.0
H -0.846827 -5.373546 -6.973094 0.0 0.0 0.0

***

2.
146
Properties=species:S:1:pos:R:3:forces:R:3 method="wB97M-V/def2-TZVPD" e_homo_ev=-8.67 smiles=COCCNCCOC.COCCNCCOC.COCCNCCOC.COCCNCCOC.OCCO.OCCO.OCCO.OCCO.OCCO total_charge=0 gap_ev=8.9 e_above_lowest_kj_mol=686.5 max_force_ev_per_a=4.24
C 10.746012 -7.114393 3.134737 -0.5 1.8 -1.9
O 9.404115 -6.588496 2.740818 4.1 -0.9 -0.6
C 8.462150 -6.395211 3.702435 -1.7 -0.7 0.8
C 7.955757 -4.984308 3.823140 -0.2 1.1 0.1
N 7.900516 -4.220622 2.552639 -0.9 -1.8 1.1
C 7.493480 -2.861748 2.838596 1.0 0.2 -1.1
C 7.948030 -2.085983 1.589703 0.4 0.3 0.3
O 9.391204 -2.117358 1.478127 -1.1 -0.4 -1.3
C 9.767296 -2.694774 0.195221 1.8 0.4 1.4
H 11.314213 -6.367742 3.689501 -0.4 -0.2 1.0
H 11.301995 -7.038500 2.200267 -0.2 -0.4 -0.3
H 10.869783 -8.149564 3.452866 -0.8 0.1 0.5
H 8.744882 -6.727784 4.701210 0.3 -0.1 0.1
H 7.674318 -7.064433 3.356673 -0.8 0.1 0.5
H 8.576661 -4.355853 4.461594 0.7 -0.3 0.6
H 7.025489 -4.980952 4.391190 -0.5 -0.2 -0.4
H 8.898798 -4.189986 2.402288 0.1 0.4 -1.0
H 8.013540 -2.600776 3.760292 0.3 1.0 0.1
H 6.440940 -2.676106 3.052607 -0.2 -0.6 -0.3
H 7.568432 -1.064431 1.569029 0.3 0.3 0.3
H 7.601007 -2.523613 0.653679 -0.7 -0.4 0.4
H 10.823610 -2.427274 0.168099 0.1 0.2 -0.6
H 9.259024 -2.322341 -0.694194 -0.3 0.2 0.3
H 9.813828 -3.783765 0.201917 -0.8 -0.2 0.2
C 5.354453 5.035786 2.719892 0.6 -0.6 -0.7
O 4.635722 3.800450 3.079419 1.8 1.8 0.7
C 5.246073 3.127163 4.206215 -2.1 0.3 0.5
C 5.180616 3.912955 5.506202 -1.2 0.7 0.4
N 3.840375 4.551183 5.872094 3.1 0.7 -2.1
C 2.729627 3.742807 6.213755 -0.6 -0.2 0.5
C 1.468490 4.550681 5.921415 -1.0 0.3 2.3
O 0.306058 3.753244 6.063213 1.3 -1.9 -1.2
C -0.907632 4.371110 6.305578 0.5 0.5 0.8
H 4.755798 5.734602 2.135624 -0.5 -0.6 0.0
H 6.243882 4.795001 2.137611 -0.2 -0.5 -0.6
H 5.856823 5.677225 3.443960 -0.8 -0.4 1.3
H 6.280678 2.800783 4.100577 0.0 -0.2 -0.6
H 4.541902 2.317183 4.396460 0.4 -0.6 -0.5
H 5.963617 4.667742 5.433399 -0.3 0.4 0.5
H 5.452035 3.228538 6.309935 0.1 0.0 0.1
H 3.594540 5.129998 5.081766 0.1 0.1 -0.2
H 2.920700 3.652821 7.283098 -1.1 -0.9 0.3
H 2.597410 2.773337 5.733410 0.3 -0.3 -0.2
H 1.520470 5.119705 4.993181 -0.1 -0.2 -0.4
H 1.349292 5.245285 6.752935 0.5 0.8 -0.1
H -0.895974 5.344324 5.814851 -0.9 0.0 -0.4
H -1.005801 4.564303 7.373820 -0.1 0.2 0.4
H -1.691498 3.650064 6.073744 -0.1 0.5 -0.6
C -3.321199 0.496415 -5.835666 -1.0 0.6 -0.5
O -2.769969 -0.292910 -4.834821 0.3 -0.5 0.2
C -3.136732 0.165108 -3.535640 -0.4 -1.0 -0.3
C -2.626948 -0.834608 -2.499295 0.9 0.6 0.6
N -1.162601 -0.872887 -2.593371 -1.0 1.4 0.2
C -0.615786 -2.065098 -2.006074 0.3 -0.5 -0.5
C -0.962555 -2.258280 -0.510422 -0.2 -0.1 -1.6
O -0.456711 -1.230253 0.294664 0.7 -0.3 0.4
C 0.940314 -1.426286 0.667290 -1.3 0.1 -0.7
H -4.252526 0.979823 -5.540625 -0.3 0.0 0.6
H -3.668482 -0.110230 -6.672001 0.7 -0.1 -0.2
H -2.696850 1.339612 -6.131189 0.5 -0.2 -0.3
H -4.226410 0.184310 -3.553972 -0.2 0.3 0.5
H -2.712188 1.162430 -3.420606 -0.1 0.1 0.5
H -2.993450 -1.858900 -2.566987 -0.6 -0.2 -0.8
H -2.902310 -0.552193 -1.483169 -0.2 0.5 0.0
H -1.051298 -0.832712 -3.596410 0.9 -0.4 -0.1
H 0.450219 -2.071081 -2.233433 0.2 0.0 0.4
H -1.029866 -2.875523 -2.605944 -0.1 -0.9 0.4
H -0.745249 -3.280682 -0.201245 1.0 -0.1 0.2
H -2.048422 -2.349654 -0.484968 -0.3 0.9 0.5
H 1.608913 -1.467265 -0.192583 -0.1 0.0 -0.3
H 0.998523 -2.391385 1.170569 0.3 0.2 0.5
H 1.233271 -0.541859 1.233045 -0.1 -0.4 0.4
C -7.545085 10.550020 -4.510654 -1.1 1.1 -1.3
O -7.319178 9.610985 -3.583646 0.8 -3.7 1.6
C -8.219803 8.439503 -3.661752 1.5 1.3 -0.9
C -7.980121 7.519233 -4.935563 -1.6 1.5 1.4
N -6.917284 6.603953 -4.720544 0.9 -0.8 -0.1
C -6.967619 5.420395 -5.579459 0.6 -0.1 -0.4
C -6.397899 5.700575 -6.977468 -1.0 -1.1 -1.4
O -7.003157 4.755692 -7.972682 0.9 1.9 2.4
C -6.644845 5.104433 -9.269510 0.0 -0.9 -1.0
H -6.751688 11.296612 -4.475564 -0.3 0.2 0.2
H -8.550804 10.901117 -4.279642 -0.2 1.2 -0.4
H -7.592576 10.176467 -5.533543 0.2 -0.2 -0.3
H -9.231253 8.844579 -3.630192 -0.3 -0.1 -0.2
H -8.013110 7.937927 -2.716351 -0.1 -0.4 -0.4
H -7.796758 8.083545 -5.849907 -0.3 0.6 0.0
H -8.951572 7.049372 -5.089207 0.1 -0.5 0.0
H -6.121600 7.130278 -5.052151 0.7 -0.1 0.6
H -7.996239 5.062106 -5.620581 0.1 0.0 -0.3
H -6.347160 4.626086 -5.164476 -0.2 0.0 0.3
H -5.312784 5.639045 -7.060140 0.2 -0.5 0.4
H -6.567250 6.730242 -7.292425 -0.7 0.2 -0.1
H -5.822337 4.486890 -9.630352 0.2 -0.3 0.0
H -6.303753 6.124052 -9.448798 -0.4 0.3 0.3
H -7.519790 4.851947 -9.868508 0.1 0.3 -0.4
O 1.309000 2.844408 -1.549442 -0.2 0.3 0.0
C 2.728236 2.791589 -1.532798 -0.2 -0.4 -1.5
C 3.363440 3.170798 -2.895647 0.2 -0.6 1.7
O 3.676921 4.536267 -2.950342 -0.4 0.6 -0.7
H 1.026156 1.952956 -1.765957 -0.4 0.1 0.0
H 3.100532 3.472391 -0.767275 0.1 -0.4 0.2
H 2.960422 1.730986 -1.436371 0.7 0.0 0.8
H 2.703549 2.772019 -3.666108 0.1 0.3 -0.4
H 4.330351 2.668544 -2.925861 0.0 -0.3 -0.2
H 3.036515 4.972962 -3.516718 0.0 0.2 0.1
O -3.836407 -8.498513 1.256414 -0.3 -0.5 0.1
C -4.271230 -7.747391 2.405761 0.8 0.6 -1.0
C -3.520418 -8.220885 3.618280 0.7 -1.1 -0.4
O -4.013969 -9.476033 4.025436 -0.6 -0.4 0.9
H -3.208061 -8.012965 0.716947 0.0 0.2 0.3
H -4.004773 -6.707444 2.217062 -0.4 0.3 0.2
H -5.351169 -7.884132 2.461729 0.1 0.1 0.3
H -3.449208 -7.549012 4.473625 -0.6 0.1 0.0
H -2.491712 -8.405121 3.308558 0.3 0.5 -0.2
H -3.584127 -10.194079 3.555076 0.0 0.2 -0.2
O -0.172758 -2.046234 8.484700 1.1 -0.8 1.4
C -0.601699 -2.096953 7.184777 -2.8 0.2 -1.1
C -1.499053 -0.934052 6.935213 -0.3 3.8 -1.0
O -2.878467 -0.939769 7.400202 0.7 -1.7 0.5
H -0.865754 -2.303667 9.097132 -0.1 0.0 -0.1
H 0.215561 -2.109216 6.463639 0.0 0.1 0.3
H -1.354822 -2.834336 6.906964 0.6 -1.6 0.4
H -1.575964 -0.660300 5.882950 0.3 -0.4 -0.4
H -0.979613 -0.095202 7.398482 -0.1 0.4 0.1
H -3.238443 -0.056977 7.513004 0.5 0.1 -0.1
O 3.107607 -6.182406 4.917600 -1.3 0.7 1.3
C 2.191665 -7.134802 5.617574 4.1 -0.1 0.2
C 2.926339 -7.597533 6.949704 -0.4 -1.7 -0.7
O 3.981049 -8.540260 6.669065 0.4 0.4 -1.0
H 3.494380 -6.556497 4.122582 -0.3 -0.4 0.2
H 1.211315 -6.764269 5.917092 0.1 0.4 -0.7
H 2.257721 -7.913797 4.858028 -1.2 -0.8 0.9
H 2.260857 -8.248371 7.516833 -0.9 0.7 0.2
H 3.349052 -6.845012 7.615392 -0.5 0.7 -0.5
H 4.173417 -9.032383 7.470563 0.0 0.1 0.0
O -9.195002 -1.219980 -11.081375 0.1 0.5 0.2
C -8.603362 -0.027410 -11.530259 0.5 0.7 -1.6
C -8.102499 -0.227336 -12.995441 -0.8 -0.5 1.1
O -7.343758 -1.433405 -13.010659 0.3 0.1 -0.1
H -8.529267 -1.880395 -11.286945 0.0 -0.5 0.0
H -9.339562 0.773918 -11.593432 -0.3 -0.2 0.3
H -7.792559 0.366128 -10.917218 0.2 -0.4 0.4
H -7.530040 0.609827 -13.394873 -0.1 0.1 0.1
H -9.025952 -0.400463 -13.548034 0.0 0.2 -0.4
H -7.355192 -1.757416 -13.914258 0.1 -0.2 0.0